(1)
Here is 11 unconnected molecules or ions with the total composition C35H96F9N8O17S3 from OMol25. Energies are from the ωB97M-V functional and the def2-TZVPD basis.

Last column: Mulliken charge in e.
Cartesian coordinates (Å):
1 C -1.46 -6.43 0.55  -1.7039
2 C -2.71 -5.66 0.15  0.0366
3 C -2.48 -4.21 -0.39  0.5275
4 O -3.51 -3.68 -1.23  -0.6054
5 C -3.25 -2.35 -1.71  -0.0554
6 N -3.35 -6.56 -0.89  -0.0956
7 H -4.09 -7.12 -0.50  0.3584
8 H -3.68 -6.02 -1.67  0.3245
9 H -2.69 -7.26 -1.19  0.3764
10 H -1.71 -7.46 0.77  0.5477
11 H -0.98 -6.11 1.47  0.2129
12 H -0.82 -6.35 -0.33  0.5389
13 H -3.42 -5.62 0.97  0.4263
14 H -1.46 -4.14 -0.77  -0.1153
15 H -2.33 -3.64 0.52  -0.0558
16 H -2.30 -2.22 -2.22  0.0135
17 H -3.30 -1.66 -0.86  -0.0529
18 H -4.13 -2.10 -2.29  0.3736
19 C 4.55 0.17 7.13  -1.6735
20 C 3.21 0.20 6.58  0.5393
21 C 3.05 -0.92 5.56  -0.6536
22 O 1.64 -0.81 5.17  -0.3919
23 C 1.20 -1.66 4.10  -0.5343
24 N 2.20 0.16 7.65  -0.0958
25 H 2.25 1.03 8.17  0.4018
26 H 1.28 0.28 7.25  0.2963
27 H 2.24 -0.71 8.15  0.3463
28 H 4.77 -0.81 7.54  0.4005
29 H 4.77 0.93 7.89  0.4589
30 H 5.38 0.54 6.53  0.3933
31 H 3.05 1.22 6.24  -0.1758
32 H 3.30 -1.82 6.12  0.5883
33 H 3.64 -0.82 4.65  0.3954
34 H 1.56 -2.65 4.38  0.5294
35 H 1.67 -1.45 3.14  -0.0357
36 H 0.12 -1.54 4.00  0.1821
37 C 0.21 1.22 -7.64  -1.3238
38 C 1.03 0.85 -6.36  0.1494
39 C 0.15 0.20 -5.29  -0.5219
40 O 0.95 -0.50 -4.23  -0.2028
41 C 0.19 -1.33 -3.36  0.0634
42 N 2.10 -0.20 -6.76  -0.1638
43 H 1.71 -1.04 -7.17  0.3604
44 H 2.61 0.09 -7.58  0.3816
45 H 2.59 -0.42 -5.91  0.2515
46 H -0.35 0.33 -7.94  0.4651
47 H 0.87 1.40 -8.48  0.4190
48 H -0.56 1.98 -7.51  0.2480
49 H 1.51 1.72 -5.91  0.2400
50 H -0.55 -0.56 -5.64  0.5462
51 H -0.56 0.90 -4.82  0.1092
52 H -0.09 -2.16 -4.02  0.7687
53 H -0.67 -0.97 -2.81  -0.4443
54 H 0.92 -1.65 -2.62  -0.3191
55 C -5.87 3.87 -6.35  -1.1754
56 C -4.42 4.52 -5.86  -0.0996
57 C -3.59 3.52 -5.06  0.0018
58 O -2.62 4.23 -4.31  -0.4226
59 C -1.59 3.44 -3.75  -0.4890
60 N -3.63 4.91 -7.11  -0.1992
61 H -3.78 4.20 -7.81  0.3787
62 H -3.84 5.82 -7.50  0.3522
63 H -2.66 4.92 -6.85  0.3122
64 H -6.41 4.54 -7.03  0.4054
65 H -6.49 3.61 -5.49  0.3288
66 H -5.54 2.89 -6.72  0.4119
67 H -4.62 5.42 -5.27  0.3486
68 H -3.15 2.68 -5.60  0.3563
69 H -4.24 3.04 -4.33  -0.2784
70 H -0.74 3.32 -4.43  0.2781
71 H -1.98 2.50 -3.39  0.1973
72 H -1.19 3.90 -2.85  0.2388
73 C 3.46 -4.18 -3.11  -1.4579
74 C 3.61 -3.94 -1.64  0.3654
75 C 2.41 -3.54 -0.81  0.2361
76 O 2.78 -3.61 0.60  -0.4723
77 C 1.74 -3.91 1.42  -0.2976
78 N 4.19 -5.21 -1.00  -0.0766
79 H 4.63 -5.83 -1.67  0.3915
80 H 4.79 -5.06 -0.20  0.3363
81 H 3.39 -5.68 -0.60  0.2986
82 H 3.14 -3.22 -3.53  0.2041
83 H 2.68 -4.89 -3.36  0.4325
84 H 4.36 -4.53 -3.62  0.4726
85 H 4.45 -3.24 -1.57  0.1727
86 H 1.67 -4.25 -1.16  0.6079
87 H 2.14 -2.51 -1.09  -0.6507
88 H 2.03 -3.90 2.47  0.1080
89 H 1.36 -4.86 1.04  0.4307
90 H 0.95 -3.16 1.31  -0.0101
91 C 3.71 0.58 -1.67  -0.9569
92 C 4.63 -0.02 -0.64  1.0430
93 C 6.15 0.13 -0.88  -1.3331
94 O 7.01 -0.12 0.27  -0.4391
95 C 8.38 0.27 0.06  -0.7484
96 N 4.30 0.52 0.76  0.3189
97 H 5.20 0.51 1.22  0.5662
98 H 3.95 1.46 0.66  -0.0841
99 H 3.65 0.02 1.34  -0.0236
100 H 3.68 1.67 -1.73  0.3427
101 H 2.69 0.31 -1.39  -0.1899
102 H 3.81 0.06 -2.62  0.6439
103 H 4.46 -1.08 -0.45  -0.2743
104 H 6.36 1.15 -1.22  0.5820
105 H 6.53 -0.41 -1.75  0.5233
106 H 8.77 1.21 0.45  0.3096
107 H 8.62 0.15 -0.99  0.3293
108 H 9.01 -0.39 0.66  0.2744
109 C -5.86 0.33 4.06  -1.4180
110 C -4.84 -0.80 3.52  0.2840
111 C -5.67 -2.06 3.02  -0.7682
112 O -4.75 -3.08 2.57  -0.1920
113 C -4.14 -3.91 3.63  -0.6406
114 N -3.86 -0.19 2.48  0.4841
115 H -4.20 0.58 1.93  0.2901
116 H -3.03 0.22 2.89  0.2205
117 H -3.45 -0.90 1.88  -0.1642
118 H -6.44 -0.16 4.84  0.4170
119 H -6.58 0.71 3.33  0.3182
120 H -5.51 1.26 4.51  0.4215
121 H -4.18 -1.14 4.31  0.1769
122 H -6.15 -1.70 2.11  0.3412
123 H -6.40 -2.41 3.75  0.4667
124 H -3.86 -3.52 4.61  0.3688
125 H -3.27 -4.30 3.10  0.0664
126 H -4.73 -4.77 3.93  0.3057
127 C 0.26 4.32 2.92  -1.2110
128 C 1.29 3.64 3.89  0.5099
129 C 1.06 3.95 5.32  -0.6872
130 O 1.29 5.36 5.65  -0.3275
131 C 0.79 5.71 6.91  -0.7075
132 N 1.35 2.16 3.45  0.6048
133 H 0.48 1.65 3.47  0.3056
134 H 1.55 2.12 2.46  -0.5467
135 H 2.07 1.62 3.90  0.2789
136 H 0.62 4.26 1.89  0.0058
137 H 0.23 5.39 3.10  0.4364
138 H -0.76 3.93 3.00  0.5152
139 H 2.29 4.03 3.73  0.3257
140 H 1.57 3.21 5.95  0.2116
141 H -0.03 3.89 5.27  0.3897
142 H 1.11 6.63 7.39  0.3040
143 H 1.06 4.92 7.61  0.2395
144 H -0.30 5.75 6.99  0.3263
145 C -5.42 1.93 -2.00  0.4714
146 F -4.23 1.34 -1.94  -0.1015
147 F -5.44 3.25 -1.57  -0.2274
148 F -6.03 1.86 -3.25  -0.2327
149 S -6.47 0.84 -0.93  1.1872
150 O -6.13 -0.52 -1.27  -0.6510
151 O -6.20 1.15 0.50  -0.6999
152 O -7.94 1.08 -1.11  -0.6757
153 C -0.56 1.11 -0.49  -0.5488
154 F -0.42 2.25 0.17  0.0229
155 F -1.80 0.91 -0.88  -0.0153
156 F 0.31 1.11 -1.51  0.1085
157 S -0.16 -0.33 0.68  -0.1893
158 O -1.12 -0.26 1.76  -0.2190
159 O -0.37 -1.49 -0.14  -0.5089
160 O 1.23 -0.10 1.07  0.4397
161 C 1.85 4.56 -1.37  0.7032
162 F 1.39 3.54 -2.11  -0.0867
163 F 2.43 5.51 -2.11  -0.2228
164 F 0.72 5.16 -0.83  -0.2605
165 S 3.01 4.08 0.10  1.0725
166 O 2.80 5.12 1.14  -0.6456
167 O 2.56 2.81 0.62  -0.9610
168 O 4.43 3.97 -0.34  -0.6823

Its net charge is +5. As for the spin multiplicity: 1. The energy above the lowest of the compared OMol25 structures with the same formula, charge and spin is 104.0 kJ/mol.

(2)
Here is 12 unconnected molecules or ions with the total composition C35H97F6N8O13P from OMol25. Energies are from the ωB97M-V functional and the def2-TZVPD basis.

Last column: Mulliken charge in e.
Cartesian coordinates (Å):
1 P 2.36 -0.05 -43.86  2.4490
2 F 3.27 -0.15 -42.55  -0.1104
3 F 2.35 -1.64 -43.97  -0.8630
4 F 1.08 -0.15 -42.84  -0.1362
5 F 1.48 -0.02 -45.21  0.6032
6 F 2.41 1.56 -43.89  -0.2725
7 F 3.72 -0.11 -44.72  -0.8217
8 O 2.59 3.89 -41.43  -0.4430
9 C 1.45 4.54 -41.55  0.5016
10 O 1.01 4.54 -42.71  -0.7784
11 O 0.83 5.20 -40.74  -0.7845
12 H 2.47 3.50 -42.30  0.0511
13 C 5.13 3.40 -50.70  -1.3974
14 C 4.02 4.08 -49.84  0.7470
15 C 3.63 3.35 -48.60  0.8063
16 O 4.69 3.41 -47.63  -0.5901
17 C 4.32 2.78 -46.37  0.0040
18 N 4.66 5.34 -49.46  -0.9072
19 H 5.28 3.89 -51.65  0.3948
20 H 4.73 2.42 -50.98  0.0688
21 H 6.07 3.26 -50.16  0.4205
22 H 3.19 4.41 -50.46  -0.0525
23 H 3.44 2.31 -48.84  -0.3823
24 H 2.69 3.76 -48.23  -0.2014
25 H 5.23 2.68 -45.78  0.1468
26 H 3.93 1.79 -46.59  -0.0684
27 H 3.68 3.36 -45.70  0.2674
28 H 5.11 5.15 -48.57  0.3737
29 H 5.39 5.48 -50.15  0.3046
30 C 5.81 -2.59 -42.79  -1.3762
31 C 6.40 -1.18 -42.99  2.2145
32 C 7.88 -1.07 -42.51  -1.3395
33 O 8.00 -1.68 -41.23  -0.2179
34 C 9.26 -1.41 -40.67  -0.9109
35 N 6.28 -0.66 -44.36  -0.7444
36 H 6.51 -3.32 -43.21  0.4768
37 H 4.85 -2.72 -43.28  0.0834
38 H 5.65 -2.96 -41.78  0.3533
39 H 5.87 -0.44 -42.39  -1.0897
40 H 8.13 -0.01 -42.52  0.4291
41 H 8.53 -1.63 -43.19  0.4951
42 H 9.46 -1.85 -39.70  0.2620
43 H 9.47 -0.35 -40.57  0.3276
44 H 10.06 -1.73 -41.33  0.3318
45 H 6.62 0.29 -44.36  0.3262
46 H 5.27 -0.63 -44.45  0.1440
47 C 2.53 -0.97 -39.26  -1.5879
48 C 3.36 -2.06 -39.92  1.8103
49 C 3.69 -3.09 -38.80  -1.2580
50 O 4.25 -4.26 -39.29  -0.2898
51 C 4.87 -5.04 -38.29  -0.8643
52 N 2.59 -2.75 -40.98  -0.4969
53 H 1.59 -1.40 -38.91  0.3664
54 H 2.22 -0.16 -39.92  -0.0045
55 H 3.04 -0.47 -38.44  0.4809
56 H 4.31 -1.71 -40.31  -0.3946
57 H 2.79 -3.33 -38.22  0.4310
58 H 4.35 -2.68 -38.04  0.4560
59 H 4.26 -5.21 -37.40  0.3199
60 H 5.87 -4.66 -38.04  0.3224
61 H 5.13 -6.01 -38.71  0.2791
62 H 2.46 -2.12 -41.76  -0.1470
63 H 3.16 -3.53 -41.25  0.3455
64 C 5.57 2.84 -42.70  -0.4786
65 C 5.82 2.39 -41.30  1.0077
66 C 6.26 3.63 -40.49  -1.2770
67 O 7.54 4.01 -40.93  -0.2660
68 C 8.10 5.21 -40.40  -0.8816
69 N 4.58 1.87 -40.75  -0.4795
70 H 4.71 3.51 -42.71  0.0889
71 H 5.32 1.98 -43.33  -0.3680
72 H 6.50 3.25 -43.10  0.5594
73 H 6.58 1.61 -41.28  0.0140
74 H 6.32 3.27 -39.46  0.4790
75 H 5.53 4.44 -40.43  0.4439
76 H 8.13 5.15 -39.31  0.3392
77 H 7.45 6.08 -40.50  0.3436
78 H 9.13 5.42 -40.69  0.2396
79 H 4.33 1.08 -41.33  -0.3818
80 H 3.82 2.52 -40.86  0.4455
81 C 5.09 -3.20 -46.87  -1.4786
82 C 4.02 -2.23 -47.34  1.6901
83 C 3.69 -2.26 -48.84  -0.0515
84 O 4.72 -1.95 -49.75  -0.4779
85 C 5.27 -0.63 -49.58  -0.4075
86 N 2.78 -2.50 -46.55  -0.6159
87 H 6.07 -2.96 -47.28  0.3245
88 H 4.91 -4.25 -47.12  0.3365
89 H 5.11 -3.20 -45.78  0.2140
90 H 4.34 -1.22 -47.09  -0.5059
91 H 2.80 -1.65 -49.02  -0.3740
92 H 3.37 -3.27 -49.08  0.4869
93 H 4.49 0.11 -49.42  -0.0085
94 H 5.89 -0.39 -50.44  0.3488
95 H 5.95 -0.55 -48.74  0.2894
96 H 3.01 -2.77 -45.61  0.3734
97 H 2.36 -1.64 -46.22  -0.2321
98 C 0.59 3.42 -46.11  -1.0430
99 C -0.77 2.86 -45.57  0.3030
100 C -1.50 1.88 -46.48  -0.1448
101 O -2.76 1.69 -45.94  -0.4128
102 C -3.70 1.23 -46.87  -0.6480
103 N -0.45 2.37 -44.25  -0.4487
104 H 1.41 2.70 -46.08  -0.0529
105 H 0.94 4.27 -45.53  0.3616
106 H 0.55 3.73 -47.15  0.5698
107 H -1.47 3.69 -45.43  0.4428
108 H -1.02 0.91 -46.60  -0.4591
109 H -1.53 2.43 -47.42  0.7251
110 H -3.69 0.14 -46.88  0.1734
111 H -3.70 1.66 -47.87  0.3278
112 H -4.68 1.56 -46.52  0.2304
113 H -0.02 3.16 -43.80  0.1871
114 H 0.33 1.73 -44.30  -0.2145
115 C 1.28 2.19 -52.68  -1.2482
116 C 1.87 0.85 -52.34  1.1590
117 C 1.25 0.16 -51.08  -1.1092
118 O 1.68 0.88 -49.95  0.3780
119 C 1.02 0.59 -48.76  -1.0432
120 N 1.89 0.03 -53.54  -0.8057
121 H 0.20 2.06 -52.60  0.3072
122 H 1.51 2.51 -53.70  0.4299
123 H 1.64 2.92 -51.96  0.1112
124 H 2.90 1.03 -52.04  -0.2289
125 H 1.39 -0.92 -51.00  0.3700
126 H 0.16 0.21 -51.17  0.3745
127 H 1.48 1.16 -47.96  -0.0583
128 H 1.17 -0.45 -48.48  0.4242
129 H -0.05 0.75 -48.73  0.3875
130 H 2.44 0.42 -54.29  0.2649
131 H 2.38 -0.85 -53.41  0.2757
132 C -1.25 -2.66 -45.01  -1.7072
133 C -2.05 -1.42 -44.72  1.8688
134 C -3.52 -1.78 -44.34  -1.0633
135 O -4.32 -0.59 -44.37  -0.1042
136 C -5.68 -0.74 -44.68  -0.9784
137 N -1.43 -0.71 -43.65  -0.1627
138 H -1.74 -3.34 -45.70  0.4937
139 H -1.12 -3.18 -44.06  0.2489
140 H -0.24 -2.35 -45.28  0.3165
141 H -1.93 -0.81 -45.61  -0.5420
142 H -3.63 -2.39 -43.45  0.2852
143 H -3.92 -2.42 -45.14  0.4403
144 H -6.19 -1.48 -44.06  0.2902
145 H -5.75 -1.10 -45.71  0.4028
146 H -6.13 0.25 -44.69  0.2407
147 H -0.43 -0.70 -43.79  -0.1019
148 H -1.51 -1.32 -42.85  -0.1887
149 C -0.79 -2.43 -40.66  -0.4943
150 O -1.95 -1.70 -40.29  -0.5792
151 H -0.57 -3.08 -39.81  0.3609
152 H -1.02 -3.13 -41.48  0.2982
153 H 0.07 -1.82 -40.91  -0.0096
154 H -2.69 -2.31 -40.36  0.2746
155 C -0.53 1.63 -40.69  -0.1944
156 O -1.69 0.94 -41.13  -0.5007
157 H 0.43 1.20 -40.94  -0.2554
158 H -0.66 2.61 -41.15  0.1075
159 H -0.54 1.79 -39.61  0.5005
160 H -1.73 0.07 -40.73  0.2639

Its net charge is -2. As for the spin multiplicity: 1.

| no. | strongest force on any atom (eV/A) | highest occupied orbital energy (eV) |
| --- | --- | --- |
| 1 | 7.48 | -15.5 |
| 2 | 5.59 | -2.1 |